# 1
{"formula": "C57H57CsFN7O4Te", "method": "ωB97M-V/def2-TZVPD", "elements": ["Cs", "C", "O", "C", "C", "C", "C", "C", "C", "C", "N", "C", "C", "N", "C", "C", "C", "C", "N", "C", "C", "N", "C", "C", "C", "C", "H", "H", "H", "H", "H", "H", "H", "H", "H", "H", "H", "H", "H", "H", "C", "C", "C", "C", "C", "C", "C", "N", "C", "N", "C", "C", "C", "C", "C", "C", "C", "N", "C", "C", "C", "C", "C", "C", "C", "H", "H", "H", "H", "H", "H", "H", "H", "H", "H", "H", "H", "H", "H", "H", "H", "H", "H", "H", "H", "H", "H", "O", "H", "H", "O", "H", "H", "O", "H", "H", "H", "C", "Te", "C", "C", "C", "C", "C", "C", "C", "H", "H", "H", "H", "H", "H", "H", "H", "F", "C", "C", "C", "C", "C", "C", "C", "H", "H", "H", "H", "H", "H"], "coordinates": [[-2.62, 3.35, -2.20], [-5.86, -10.20, -6.21], [-5.22, -9.28, -7.17], [-4.83, -8.11, -6.40], [-4.03, -7.99, -5.32], [-3.85, -6.73, -4.64], [-4.12, -5.59, -5.24], [-5.13, -5.71, -6.40], [-5.31, -6.84, -7.11], [-4.02, -4.28, -4.55], [-4.86, -3.34, -4.62], [-4.01, -2.32, -4.05], [-2.76, -2.63, -3.68], [-2.65, -3.97, -4.14], [-1.97, -1.56, -2.79], [-0.67, -1.63, -2.39], [-0.11, -0.67, -1.50], [-1.15, 0.17, -0.80], [-2.37, 0.42, -1.43], [-2.79, -0.46, -2.36], [-4.08, -0.11, -3.01], [-4.71, 1.07, -2.80], [-5.92, 1.27, -3.13], [-6.72, 0.39, -3.93], [-6.06, -0.91, -4.28], [-4.73, -1.00, -3.90], [-5.92, -11.11, -6.89], [-6.59, -9.94, -5.60], [-4.98, -11.27, -5.50], [-3.52, -8.94, -5.25], [-3.25, -6.66, -3.71], [-5.24, -4.78, -6.91], [-6.31, -6.78, -7.56], [-2.00, -4.80, -4.01], [0.33, -2.15, -2.41], [1.05, -0.98, -0.76], [-0.85, 0.94, 0.02], [-6.63, 2.07, -2.69], [-7.67, 0.67, -4.52], [-6.88, -1.62, -4.97], [7.55, -0.26, 3.66], [6.51, -0.60, 2.54], [6.78, -1.59, 1.65], [5.65, -2.01, 0.78], [4.43, -1.38, 0.71], [4.25, -0.23, 1.67], [5.30, 0.16, 2.47], [5.22, 1.38, 3.19], [4.04, 2.17, 3.33], [4.34, 3.62, 3.20], [5.71, 3.97, 3.91], [5.71, 4.18, 5.28], [6.92, 4.89, 5.75], [7.89, 5.38, 5.02], [8.00, 5.17, 3.69], [6.85, 4.52, 3.06], [6.82, 4.57, 1.58], [2.78, 1.83, 3.51], [2.61, 0.56, 3.99], [3.23, 0.12, 5.22], [2.75, -0.98, 6.05], [1.56, -1.57, 5.78], [0.91, -1.21, 4.45], [1.54, -0.14, 3.59], [0.66, 0.34, 2.42], [6.75, 0.12, 4.31], [8.48, 0.26, 3.28], [8.22, -1.42, 3.66], [7.73, -2.31, 1.62], [6.13, -2.86, 0.12], [3.64, -1.59, -0.07], [3.40, 0.43, 1.58], [6.10, 1.79, 3.60], [3.63, 3.92, 3.89], [6.97, 5.34, 6.63], [8.67, 5.98, 5.62], [8.70, 5.68, 2.78], [5.93, 5.16, 1.43], [6.38, 3.60, 1.37], [7.84, 4.59, 1.08], [4.21, 0.75, 5.89], [3.46, -1.16, 6.93], [1.22, -2.43, 6.35], [0.11, -1.68, 4.28], [0.44, 1.58, 2.57], [-0.09, -0.58, 2.26], [1.24, 0.59, 1.47], [4.03, 2.78, 7.47], [3.70, 2.44, 6.64], [4.71, 3.32, 6.96], [-2.30, 6.75, 7.71], [-1.88, 7.60, 7.48], [-2.11, 6.79, 8.61], [3.90, 5.79, -1.13], [2.99, 5.41, -0.85], [4.15, 4.97, -1.70], [-6.99, -11.54, -2.26], [-5.11, 0.74, 0.23], [-3.75, 1.96, 1.18], [-3.15, 0.01, 1.97], [-3.77, -1.05, 1.17], [-3.35, -2.36, 1.38], [-4.11, -3.45, 0.83], [-5.22, -3.07, -0.09], [-5.51, -1.70, -0.36], [-4.83, -0.70, 0.42], [-5.10, 0.96, -0.90], [-6.44, 1.08, 0.77], [-3.43, 0.07, 2.97], [-2.08, -0.11, 2.08], [-2.64, -2.71, 2.08], [-4.02, -4.58, 1.07], [-5.85, -3.88, -0.54], [-6.24, -1.51, -1.07], [1.18, 4.53, -0.22], [0.50, 4.76, -1.54], [-0.22, 5.87, -1.76], [-0.85, 5.99, -3.00], [-0.71, 5.06, -4.11], [-1.21, 5.24, -5.31], [0.07, 3.93, -3.71], [0.52, 3.75, -2.45], [-0.19, 6.66, -0.97], [-1.44, 6.91, -3.17], [-0.91, 4.54, -6.05], [-1.69, 6.14, -5.51], [0.19, 3.15, -4.46], [0.97, 2.83, -2.26]], "mulliken_charge": [1.095, -0.867, -0.344, 0.284, -0.757, -0.208, -0.188, -0.585, -0.408, 0.520, -0.570, 1.336, -0.820, -0.058, 0.197, 0.059, -0.689, -0.106, 0.188, 0.003, 0.101, -0.593, -0.168, -0.723, -0.300, 0.541, 0.338, 0.412, 0.191, 0.352, 0.378, 0.354, 0.273, 0.265, 0.216, -0.329, 0.110, 0.246, 0.228, 0.104, -1.413, 0.760, -0.610, -0.299, -0.901, 0.181, -0.105, 0.571, -0.714, -0.156, -0.096, -0.650, -0.483, -0.245, -0.642, 0.920, -1.267, -0.434, 0.967, -0.089, -0.880, -0.685, -1.625, 0.307, -0.094, 0.460, 0.307, 0.322, 0.149, 0.139, 0.195, 0.626, 0.249, 0.515, 0.425, 0.205, 0.032, 0.399, 0.149, 0.385, 0.271, 0.235, 0.324, 1.109, 0.294, -0.092, 0.058, -0.799, 0.401, 0.236, -0.614, 0.318, 0.297, -0.673, 0.329, 0.315, 0.005, 0.014, -0.064, -0.585, 0.970, -0.843, -0.699, -0.557, -0.943, 0.509, -0.200, 0.293, 0.794, -0.353, 0.515, 0.266, 0.351, 0.573, -0.380, 0.640, -0.462, -0.529, 1.134, -1.670, -0.690, -0.907, 0.327, 0.165, 0.296, 0.329, 0.158, 0.579], "spin_multiplicity": 1, "charge": -2, "gap_ha": [0.1656, 0.1368], "homo_energy_ev": [-1.74, -1.04]}



# 2
{"formula": "C3H4FN", "method": "ωB97M-V/def2-TZVPD", "elements": ["C", "C", "C", "N", "F", "H", "H", "H", "H"], "coordinates": [[0.20, -1.33, 0.01], [0.27, 0.62, 0.51], [-0.81, -0.22, -0.28], [1.11, -0.62, 0.52], [-1.98, -0.14, 0.36], [0.11, -2.38, -0.34], [0.71, 1.47, 0.07], [0.12, 0.96, 1.45], [-1.06, 0.10, -1.42]], "nbo_charge": [0.042, -0.281, 0.149, -0.326, -0.347, 0.195, 0.193, 0.204, 0.172], "spin_multiplicity": 1, "gap_ha": 0.4079, "relative_energy_kj_mol": 158.2, "homo_energy_ev": -10.12}